Record 1
ORCA calculation (ωB97M-V/def2-TZVPD) on 3 unconnected molecules or ions with the total composition CH13N9.

XYZ file:
```
23
Properties=species:S:1:pos:R:3:forces:R:3
C 6.9364 5.1949 -1.6801 1.257 -0.595 -0.701
N -9.2970 -6.1457 1.3947 -0.084 1.215 2.917
N 5.1535 4.0574 -0.7587 0.273 0.296 2.334
N 6.8174 6.4750 -1.7534 -2.273 0.480 1.644
N -10.2617 -5.3363 1.8717 -1.059 -0.141 -3.355
N 4.9814 2.9397 -1.3389 -0.670 -1.492 -1.487
N -8.3085 -7.2814 -0.1900 3.704 -3.611 -1.995
N 5.6941 2.7896 1.1227 -0.360 -0.209 2.998
N -9.1898 -6.4332 0.2086 -2.974 2.314 -0.289
N 5.5842 3.9927 0.4791 -1.776 2.782 -0.634
H 7.7439 4.8700 -2.4093 -0.624 0.441 0.559
H 7.3832 6.9263 -2.4107 0.695 1.700 -0.906
H 6.0706 7.0673 -1.2017 2.026 -1.599 -1.454
H -10.0870 -4.7929 2.7101 0.412 -0.555 -0.095
H -10.9804 -4.9323 1.1757 1.533 -0.684 1.532
H 4.7321 2.9775 -2.3383 0.015 0.291 0.975
H 4.9096 2.0067 -0.8997 0.528 0.920 0.242
H -7.7033 -7.7488 0.4925 -0.723 0.648 0.025
H -8.1121 -7.6066 -1.1694 -1.161 1.225 1.313
H 5.8354 2.9526 2.1732 -0.515 -0.232 -2.100
H 6.5087 2.3064 0.8166 1.110 -0.358 -0.412
H -9.8158 -5.9940 -0.4892 0.318 -0.433 -0.052
H 5.5111 4.9408 0.9904 0.351 -2.402 -1.060
```
Positions in Å, forces in eV/Å.

The total charge is +2. The energy relative to the best compared isomer or geometry (same formula, charge and spin) comes out at 239.46 kJ/mol. Its spin multiplicity is 1. The molecular weight is 151.2 Da. As for the gap between HOMO and LUMO: 0.266 Ha.

Record 2
ORCA calculation (ωB97M-V/def2-TZVPD) on 5 unconnected molecules or ions with the total composition CH13NO4.

XYZ file:
```
19
Properties=species:S:1:pos:R:3:forces:R:3
C 0.1354 1.5675 1.3859 1.661 -0.331 -0.143
N -1.2495 1.9899 1.4450 -0.287 -0.567 -0.058
H 0.4246 0.5667 1.0493 -1.059 -0.284 0.060
H 0.6416 1.6231 2.3529 -0.261 0.500 0.097
H 0.7349 2.1573 0.6793 -0.316 0.522 0.230
H -1.7552 1.5369 0.6901 -0.011 0.167 -0.142
H -1.6843 1.5955 2.2727 0.093 0.130 0.085
H -0.7264 0.4037 -2.0956 0.372 -0.024 -0.120
H 0.4955 1.0519 -2.7868 -0.224 0.016 -0.131
O -0.1607 0.3521 -2.8873 0.258 0.259 0.188
H 2.3362 -0.8319 0.2971 0.206 0.108 -0.251
H 1.8186 -0.3243 -1.0948 0.183 -0.048 0.018
O 1.5698 -0.7665 -0.2785 -0.242 -0.116 -0.192
H -1.1803 -1.4726 -1.1635 -0.208 -0.011 -0.535
H -2.2514 -0.6762 -2.0462 0.151 -0.656 -0.215
O -1.8748 -0.8064 -1.1733 -0.304 0.552 0.870
H 0.6785 -2.4308 0.3547 0.588 0.404 0.664
H 1.2770 -2.5626 1.8508 -0.055 0.477 -0.416
O 0.7704 -2.9731 1.1484 -0.545 -1.098 -0.011
```
Positions in Å, forces in eV/Å.

The total charge is 0. The energy relative to the best compared isomer or geometry (same formula, charge and spin) comes out at 122.96 kJ/mol. Its spin multiplicity is 1. The molecular weight is 103.1 Da. As for the gap between HOMO and LUMO: 0.345 Ha.

Record 3
ORCA calculation (ωB97M-V/def2-TZVPD) on 5 unconnected molecules or ions with the total composition CH13NO4.

XYZ file:
```
19
Properties=species:S:1:pos:R:3:forces:R:3
C 1.4641 -1.5573 -1.5868 -0.249 0.357 0.786
N 0.2172 -0.7641 -1.6572 0.098 -1.361 -0.104
H 1.9468 -1.3911 -0.6214 0.116 0.305 -0.097
H 2.1758 -1.3339 -2.3782 0.058 -0.234 -0.139
H 1.2033 -2.6148 -1.5408 0.091 -0.051 -0.465
H 0.3793 0.1985 -1.8920 -0.012 0.355 0.053
H -0.3421 -1.1933 -2.3879 -0.090 0.489 -0.114
H -0.6711 -2.4084 -0.5761 -0.095 0.330 0.107
H -1.8576 -2.4333 0.4021 0.607 -0.319 -0.212
O -1.0262 -2.8927 0.1782 -0.574 0.114 0.305
H -0.2818 -0.0568 0.5608 -0.127 -0.041 -0.666
H 0.6532 -0.7036 1.5597 -0.165 0.379 0.003
O 0.3132 0.1609 1.2793 0.363 -0.371 0.560
H -1.4409 2.5508 -1.1094 -0.760 0.433 -0.984
H -0.7922 2.2777 0.1504 0.776 -0.352 -0.694
O -0.6915 2.0590 -0.8089 0.004 0.112 1.701
H 0.1269 1.8799 2.0683 -0.048 -0.271 0.051
H 0.6394 3.0721 2.8133 1.153 0.671 0.723
O -0.1158 2.7746 2.3493 -1.145 -0.543 -0.813
```
Positions in Å, forces in eV/Å.

The total charge is 0. The energy relative to the best compared isomer or geometry (same formula, charge and spin) comes out at 56.20 kJ/mol. Its spin multiplicity is 1. The molecular weight is 103.1 Da. As for the gap between HOMO and LUMO: 0.390 Ha.

Record 4
ORCA calculation (ωB97M-V/def2-TZVPD) on a molecular structure, CH13O6V.

XYZ file:
```
21
Properties=species:S:1:pos:R:3:forces:R:3
V -0.0610 -0.0876 -0.3863 1.765 -0.011 0.602
C 2.2292 1.2338 1.5574 -0.525 -0.919 -0.777
O 1.9830 0.3757 0.4646 -1.578 -0.549 -1.007
H 2.2516 0.6670 2.4882 -0.598 -0.021 0.503
H 3.2127 1.7022 1.5947 0.175 0.284 -0.723
H 1.4476 1.9923 1.5135 0.069 0.568 0.808
O -0.8033 -0.7829 1.5339 -0.009 -0.026 0.095
H -1.6159 -0.4071 1.8724 -0.397 0.049 -0.021
H -0.3228 -1.0584 2.3146 0.630 -0.076 0.171
O -2.1837 -0.9699 -0.7772 0.326 0.129 -0.176
H -3.0328 -0.5356 -0.8585 -0.205 0.303 -0.197
H -2.3982 -1.8785 -0.5660 0.054 -0.362 0.127
O 0.0512 0.2484 -2.6795 -0.278 0.292 0.747
H 0.4324 -0.3347 -3.3360 0.171 -0.402 -0.064
H 0.4398 1.1036 -2.8634 0.193 0.433 -0.131
O 0.7757 -2.0211 -0.9726 -0.342 0.015 -0.092
H 1.6124 -2.4014 -0.7051 0.585 0.310 0.358
H 0.2804 -2.7582 -1.3297 -0.274 -0.170 -0.166
O -1.2174 1.6999 0.1972 0.000 -0.176 -0.042
H -1.1985 1.9404 1.1235 0.343 0.159 0.406
H -1.8825 2.2720 -0.1858 -0.105 0.169 -0.423
```
Positions in Å, forces in eV/Å.

The total charge is +1. The energy relative to the best compared isomer or geometry (same formula, charge and spin) comes out at 9.95 kJ/mol. Its spin multiplicity is 4. The molecular weight is 172.1 Da. As for the gap between HOMO and LUMO (spin up / spin down): 0.249 / 0.257 Ha.

Record 5
ORCA calculation (ωB97M-V/def2-TZVPD) on 6 unconnected molecules or ions with the total composition CH14NO5.

XYZ file:
```
21
Properties=species:S:1:pos:R:3:forces:R:3
C -2.5585 0.6509 0.4326 -0.206 0.666 -1.191
N -1.3682 0.4429 0.0100 0.701 -1.107 0.423
H -3.1465 1.6004 0.3836 1.371 -0.363 -0.177
H -3.1994 -0.1483 0.7381 0.327 -0.787 0.459
H -0.8731 -0.5248 0.1504 -1.279 1.622 -0.356
H -0.7056 1.1575 -0.3617 -0.600 -0.145 0.461
H 2.8694 0.7512 -0.7164 0.355 -2.586 0.309
H 2.0540 -0.4195 -1.1578 0.163 -0.418 -0.179
O 2.8873 -0.2743 -0.6844 -0.338 2.843 0.027
H 1.6424 2.5897 0.4950 -2.060 -1.979 -2.755
H 1.1541 2.8089 -0.9651 -0.069 0.318 -0.594
O 1.1076 2.1116 -0.3129 1.890 1.786 3.267
H 0.7886 -2.8731 0.3521 -0.393 -0.363 -0.565
H 0.6732 -1.6839 1.1267 0.688 1.321 1.239
O 0.1302 -2.1987 0.5625 -0.292 -0.634 -0.642
H 0.5382 -1.3823 -2.7799 -1.983 -4.661 -1.056
H 1.2647 -0.2601 -3.4391 -0.009 -0.118 0.146
O 0.8874 -0.5854 -2.6125 1.699 4.747 0.838
H -1.3008 -1.3674 2.9726 -0.025 -1.085 0.504
H -1.6053 0.1345 3.2652 1.274 -2.074 -2.145
O -1.2396 -0.5296 2.5411 -1.214 3.016 1.988
```
Positions in Å, forces in eV/Å.

The total charge is +1. The energy relative to the best compared isomer or geometry (same formula, charge and spin) comes out at 167.96 kJ/mol. Its spin multiplicity is 1. The molecular weight is 120.1 Da. As for the gap between HOMO and LUMO: 0.332 Ha.

Record 6
ORCA calculation (ωB97M-V/def2-TZVPD) on 6 unconnected molecules or ions with the total composition CH14NO6.

XYZ file:
```
22
Properties=species:S:1:pos:R:3:forces:R:3
N -0.5034 0.2034 -2.6242 4.008 -1.945 -0.340
C 0.4297 0.8167 -1.6046 -2.490 2.230 -1.532
O 0.1250 0.4492 -0.3756 -0.574 -0.862 2.267
H -0.3885 -0.8194 -2.3981 -0.730 1.395 -0.872
H -1.4425 0.4372 -2.5369 -1.800 0.673 0.683
H 1.4298 0.5064 -1.7750 1.230 -0.062 -1.297
H 0.3053 1.9737 -1.7648 0.545 -1.358 0.043
H -0.6762 -0.9789 -0.6439 0.253 0.635 0.658
H -1.7904 -2.0222 -0.4626 -3.097 -0.279 1.021
O -0.9343 -1.9163 -0.7430 2.720 -0.786 -1.079
H -0.3897 0.9635 1.2460 1.428 0.814 -0.110
H 0.8390 1.8446 1.8127 -0.693 -0.421 -0.582
O -0.0619 1.5341 1.9853 -0.388 -0.238 1.113
H -1.4389 1.9926 -0.5437 0.574 -0.555 -0.002
H -2.1858 1.9427 0.7724 0.082 -0.536 0.760
O -2.0136 2.4945 0.0281 -0.831 1.279 -0.809
H 2.0804 -0.1779 1.4817 -2.471 4.079 7.398
H 1.6822 -0.3364 0.2485 -0.402 -0.125 -1.315
O 2.4197 -0.6088 0.8277 2.486 -3.801 -6.073
H -0.0805 -2.3675 2.1632 -0.846 0.129 0.259
H 1.1671 -2.1208 1.3980 -0.230 -1.293 0.503
O 0.6944 -2.8479 1.9023 1.225 1.027 -0.694
```
Positions in Å, forces in eV/Å.

The total charge is -1. The energy relative to the best compared isomer or geometry (same formula, charge and spin) comes out at 189.80 kJ/mol. Its spin multiplicity is 1. The molecular weight is 136.1 Da. As for the gap between HOMO and LUMO: 0.315 Ha.

Record 7
ORCA calculation (ωB97M-V/def2-TZVPD) on 6 unconnected molecules or ions with the total composition CH14O5.

XYZ file:
```
20
Properties=species:S:1:pos:R:3:forces:R:3
C -0.0265 0.1601 -3.2448 0.301 -0.792 0.568
H 0.7324 0.4094 -2.5085 0.326 0.525 -0.281
H 0.1049 -0.9190 -3.3673 -0.446 0.073 -0.078
H 0.0879 0.6295 -4.2132 0.110 0.326 0.088
H -0.9779 0.3927 -2.7756 -0.297 -0.122 -0.292
H -0.2485 -0.0385 -0.0928 -0.018 -0.120 0.328
H -1.2579 1.0670 -0.3179 -0.012 0.107 0.348
O -0.5797 0.7873 0.3103 -0.038 -0.014 -0.878
H 0.1428 -2.6653 3.7060 0.244 -0.316 0.464
H -0.5196 -1.5175 2.9668 0.556 -0.118 0.025
O -0.0209 -2.3453 2.8259 -0.697 0.227 -0.015
H 0.8162 2.9237 -0.2651 0.407 0.095 -0.267
H 0.3322 2.8348 -1.6611 0.234 0.088 -0.295
O 1.0956 3.1591 -1.1678 -0.605 -0.239 0.542
H 0.9092 0.8057 3.1821 0.733 0.247 -0.237
H -0.0199 0.3563 1.9827 0.201 0.601 -0.762
O 0.0811 0.4297 2.9264 -1.136 -0.509 1.248
H 0.2930 -2.1429 1.1270 0.551 0.129 0.113
H -0.8877 -2.3954 0.3384 -0.546 -0.105 -0.456
O -0.0567 -1.9314 0.2483 0.133 -0.084 -0.164
```
Positions in Å, forces in eV/Å.

The total charge is 0. The energy relative to the best compared isomer or geometry (same formula, charge and spin) comes out at 60.09 kJ/mol. Its spin multiplicity is 1. The molecular weight is 106.1 Da. As for the gap between HOMO and LUMO: 0.432 Ha.

Record 8
ORCA calculation (ωB97M-V/def2-TZVPD) on 6 unconnected molecules or ions with the total composition CH14O5S2.

XYZ file:
```
22
Properties=species:S:1:pos:R:3:forces:R:3
C -0.3672 0.7672 -1.9135 -2.053 -1.084 -1.037
S -1.8706 0.3456 -2.9548 1.125 2.683 -1.007
S -2.7053 -1.3514 -2.0557 -0.912 -2.218 1.679
H -0.4234 1.8016 -1.6955 0.568 1.047 -0.281
H 0.4211 0.3695 -2.5301 0.813 0.287 0.599
H -0.5666 0.2826 -0.9748 0.502 -0.696 0.347
H -3.2669 -0.9511 -0.8675 -0.075 -0.058 -0.282
H 1.1928 3.3060 0.5122 0.068 0.919 0.148
H 0.5088 2.0886 1.2308 0.385 0.446 -0.570
O 1.0535 2.3753 0.4430 -0.338 -1.027 0.619
H -0.1229 -3.3431 -1.4742 0.192 -0.505 -0.341
H -0.8333 -2.2586 -0.8194 -0.179 0.310 0.038
O 0.0110 -2.7353 -0.7506 0.026 0.221 0.415
H 2.3812 1.1579 0.8050 0.577 -0.659 -0.076
H 2.1458 -0.2218 0.3158 0.046 -0.345 -0.243
O 2.8236 0.2683 0.7909 -0.571 0.775 0.212
H -0.9274 0.9467 1.2621 -0.436 -0.197 -0.454
H -0.4038 0.4140 2.5499 -0.115 0.319 -0.238
O -0.7144 1.2490 2.1437 0.194 0.007 0.587
H 1.2662 -1.2239 2.1850 0.500 0.099 -0.087
H 0.0821 -2.0767 1.7103 0.020 0.397 -0.055
O 0.3155 -1.2104 2.0875 -0.338 -0.720 0.030
```
Positions in Å, forces in eV/Å.

The total charge is -1. The energy relative to the best compared isomer or geometry (same formula, charge and spin) comes out at 16.56 kJ/mol. Its spin multiplicity is 2. The molecular weight is 170.3 Da. As for the gap between HOMO and LUMO (spin up / spin down): 0.106 / 0.267 Ha.

- Which formula does entry 5 have?
  CH14NO5

What did the fourth record say?
ORCA calculation (ωB97M-V/def2-TZVPD) on a molecular structure, CH13O6V.

XYZ file:
```
21
Properties=species:S:1:pos:R:3:forces:R:3
V -0.0610 -0.0876 -0.3863 1.765 -0.011 0.602
C 2.2292 1.2338 1.5574 -0.525 -0.919 -0.777
O 1.9830 0.3757 0.4646 -1.578 -0.549 -1.007
H 2.2516 0.6670 2.4882 -0.598 -0.021 0.503
H 3.2127 1.7022 1.5947 0.175 0.284 -0.723
H 1.4476 1.9923 1.5135 0.069 0.568 0.808
O -0.8033 -0.7829 1.5339 -0.009 -0.026 0.095
H -1.6159 -0.4071 1.8724 -0.397 0.049 -0.021
H -0.3228 -1.0584 2.3146 0.630 -0.076 0.171
O -2.1837 -0.9699 -0.7772 0.326 0.129 -0.176
H -3.0328 -0.5356 -0.8585 -0.205 0.303 -0.197
H -2.3982 -1.8785 -0.5660 0.054 -0.362 0.127
O 0.0512 0.2484 -2.6795 -0.278 0.292 0.747
H 0.4324 -0.3347 -3.3360 0.171 -0.402 -0.064
H 0.4398 1.1036 -2.8634 0.193 0.433 -0.131
O 0.7757 -2.0211 -0.9726 -0.342 0.015 -0.092
H 1.6124 -2.4014 -0.7051 0.585 0.310 0.358
H 0.2804 -2.7582 -1.3297 -0.274 -0.170 -0.166
O -1.2174 1.6999 0.1972 0.000 -0.176 -0.042
H -1.1985 1.9404 1.1235 0.343 0.159 0.406
H -1.8825 2.2720 -0.1858 -0.105 0.169 -0.423
```
Positions in Å, forces in eV/Å.

The total charge is +1. The energy relative to the best compared isomer or geometry (same formula, charge and spin) comes out at 9.95 kJ/mol. Its spin multiplicity is 4. The molecular weight is 172.1 Da. As for the gap between HOMO and LUMO (spin up / spin down): 0.249 / 0.257 Ha.

- Look up the molecular weight of the fifth one.
  120.1 Da